Below is a cluster of 10 separate species, C46H53F12N3O8 in total at a distorted geometry, with properties calculated with ωB97M-V/def2-TZVPD.

Each line ends with the Löwdin charge.
Cartesian coordinates (Å):
N -7.70 28.33 9.50  0.0235
C -7.10 28.99 8.46  -0.1064
C -7.61 28.37 7.33  -0.1375
C -8.63 27.52 7.68  -0.1595
C -8.72 27.53 9.00  -0.1436
H -7.46 28.47 10.47  0.0732
H -6.32 29.66 8.77  0.1087
H -7.28 28.57 6.32  0.0883
H -9.17 26.98 6.92  0.0987
H -9.45 27.06 9.64  0.1009
N -5.82 36.20 14.32  -0.0078
C -5.08 35.22 13.69  -0.1487
C -4.94 35.63 12.40  -0.1416
C -5.68 36.77 12.18  -0.0803
C -6.18 37.14 13.43  -0.1455
H -6.15 36.10 15.27  0.1457
H -4.73 34.39 14.27  0.1028
H -4.45 35.07 11.61  0.0986
H -5.76 37.41 11.31  0.0897
H -6.79 37.92 13.84  0.1090
N -6.67 27.45 12.47  -0.0148
C -5.80 28.48 12.29  -0.1280
C -6.53 29.64 12.55  -0.1265
C -7.86 29.30 12.69  -0.1142
C -7.95 27.91 12.69  -0.1290
H -6.36 26.49 12.46  0.1494
H -4.75 28.31 12.11  0.1102
H -5.99 30.58 12.66  0.0947
H -8.64 30.01 12.93  0.0980
H -8.78 27.22 12.78  0.1077
C -9.15 39.97 9.96  -0.0672
C -9.41 39.14 8.87  -0.0990
C -10.15 38.01 8.95  -0.0856
C -10.64 37.59 10.19  -0.0736
C -10.35 38.36 11.32  -0.1151
C -9.61 39.51 11.20  -0.1128
H -8.52 40.84 9.95  0.0885
H -9.00 39.44 7.92  0.0982
H -10.46 37.35 8.16  0.0855
H -11.14 36.63 10.24  0.0848
H -10.62 38.08 12.33  0.0907
H -9.43 40.06 12.11  0.0919
C -4.39 38.94 3.76  -0.1101
C -4.54 40.04 2.90  -0.0899
C -3.41 40.71 2.43  -0.1072
C -2.16 40.32 2.86  -0.1149
C -1.99 39.27 3.75  -0.0813
C -3.13 38.58 4.15  -0.1051
H -5.26 38.35 4.01  0.1071
H -5.48 40.45 2.57  0.0974
H -3.49 41.58 1.80  0.0947
H -1.30 40.85 2.48  0.0931
H -1.01 38.97 4.08  0.0974
H -3.09 37.69 4.75  0.1072
C -10.91 34.88 13.44  -0.1137
C -11.05 33.97 14.42  -0.1038
C -9.91 33.20 14.76  -0.0880
C -8.66 33.38 14.10  -0.0761
C -8.57 34.48 13.24  -0.0935
C -9.67 35.28 12.90  -0.0524
H -11.77 35.40 13.03  0.0940
H -12.00 33.82 14.92  0.0982
H -10.00 32.44 15.52  0.0832
H -7.79 32.84 14.46  0.0893
H -7.65 34.75 12.76  0.0674
H -9.55 35.99 12.10  0.0810
C -4.75 40.30 6.82  -0.0417
C -5.69 41.41 7.32  -0.2121
O -5.87 41.17 8.69  -0.0274
C -4.98 41.81 9.59  -0.2165
O -4.16 42.70 9.19  0.0751
C -5.04 41.22 11.03  -0.6085
F -5.84 41.84 11.84  0.2015
F -5.39 39.97 10.91  0.2013
F -3.80 41.26 11.57  0.1522
H -3.84 40.19 7.40  0.0915
H -4.41 40.59 5.83  0.0604
H -5.31 39.37 6.74  0.0595
H -6.64 41.22 6.82  0.1249
H -5.35 42.42 7.09  0.1172
C -6.28 33.04 10.48  -0.0388
C -7.25 33.79 9.46  -0.2510
O -6.50 34.80 8.92  -0.0618
C -7.13 35.74 8.23  -0.5285
O -8.34 35.69 7.93  -0.0602
C -6.27 36.90 7.78  -0.5889
F -6.01 36.80 6.46  0.0901
F -6.97 38.03 7.90  0.1079
F -5.12 36.98 8.46  0.1177
H -6.34 33.58 11.42  0.0286
H -5.31 33.18 10.00  0.0695
H -6.55 31.99 10.56  0.0408
H -8.15 34.08 10.00  0.1020
H -7.64 33.21 8.62  0.1055
C -11.75 34.04 8.23  -0.0730
C -12.65 34.09 9.36  -0.2370
O -13.18 35.39 9.41  -0.0049
C -13.98 35.83 10.40  -0.2964
O -14.50 35.06 11.26  0.0860
C -14.38 37.35 10.23  -0.4953
F -13.81 37.88 9.16  0.1837
F -15.75 37.49 10.23  0.1254
F -14.00 37.94 11.39  0.1374
H -11.00 34.83 8.28  0.0807
H -12.19 34.06 7.23  0.0761
H -11.18 33.11 8.21  0.0924
H -12.06 33.92 10.26  0.1323
H -13.49 33.39 9.32  0.1348
C -7.89 33.79 4.82  -0.0398
C -9.44 33.58 4.87  -0.1749
O -10.08 34.78 5.27  -0.0175
C -10.41 35.80 4.43  -0.3264
O -9.88 35.93 3.33  0.1364
C -11.37 36.79 5.10  -0.5877
F -12.23 36.19 5.95  0.1438
F -10.70 37.68 5.78  0.2066
F -12.02 37.39 4.14  0.1900
H -7.60 34.58 4.11  0.0696
H -7.46 32.89 4.38  0.0661
H -7.46 34.02 5.79  0.0663
H -9.66 32.98 5.74  0.1169
H -9.86 33.23 3.92  0.1217

Output
Spin multiplicity ... 2
Net charge ... -1
Orbital gap (spin up / spin down) ... 2.48 / 7.42 eV
<S²> ... 0.753
HOMO (spin up / spin down) ... -0.429 / -5.372 eV